1.
22
Properties=species:S:1:pos:R:3:forces:R:3:nbo_charge:R:1 method="wB97M-V/def2-TZVPD" total_charge=+1 multiplicity=1 gap_ha="0.310 / 0.222" smiles="N[S@](=O)([O-])=C=C/[NH+]=C1/C=CC[N+](Cl)=N1"
Cl -2.0161 -0.2090 -2.5100 0.324 -0.056 0.336 0.290
S 1.2855 -3.0479 0.1256 0.165 1.199 -1.581 2.251
O 2.7239 -3.0758 0.3118 -1.361 -0.730 -0.049 -0.877
O 0.6571 -3.0524 -1.1990 1.023 -0.422 2.450 -0.884
N 0.5091 -4.1049 1.0763 -0.270 1.676 -2.917 -1.052
N 1.2227 0.9586 0.9807 -0.839 1.157 -1.115 -0.502
N -1.6106 0.6865 -1.1369 2.137 0.297 1.316 -0.105
N -0.4521 0.4578 -0.5492 -0.282 -0.863 0.285 -0.175
C -0.1475 2.8134 -0.0418 -1.815 -2.542 -0.737 -0.287
C -2.2522 1.9597 -0.9436 0.160 0.796 2.243 -0.317
C 1.6273 -0.3809 1.0608 3.404 0.456 0.839 -0.137
C -1.3018 3.0849 -0.6395 -0.737 1.151 0.252 -0.068
C 0.1588 1.3810 0.2004 0.673 -0.303 -0.741 0.420
C 0.9543 -1.4273 0.7475 -1.922 -1.322 -0.748 -0.162
H 1.9685 1.6598 1.0764 -0.609 -0.441 0.361 0.436
H -0.2016 -4.6779 0.6867 -0.503 -0.268 -0.426 0.437
H 0.8692 -4.3154 1.9297 1.352 -0.782 2.778 0.415
H -2.9118 1.9503 -0.0144 -0.126 -0.293 -1.668 0.264
H 0.4954 3.5683 0.1211 2.451 2.222 1.065 0.245
H 2.7408 -0.5561 1.4149 -2.155 0.647 -0.698 0.277
H -1.7253 4.1618 -0.7990 1.098 -2.178 0.145 0.272
H -2.5938 2.1657 -1.8984 -2.168 0.599 -1.390 0.257

=====

2.
16
Properties=species:S:1:pos:R:3:forces:R:3:nbo_charge:R:1 method="wB97M-V/def2-TZVPD" multiplicity=1 gap_ha=0.307
Cl 2.5746 -1.1105 -1.2361 -0.428 -0.401 -0.459 -0.016
P 0.7570 -0.4448 0.8751 -0.811 -0.065 1.030 0.728
C -0.5750 -0.6477 -1.5443 -2.697 -0.625 -2.128 -0.187
C 2.0407 0.5695 -1.1882 -0.272 -0.882 -1.305 -0.210
C -0.0597 0.3412 -2.3452 -0.124 0.019 -2.720 -0.221
C 1.0825 1.0794 -2.0556 1.109 -3.431 3.410 -0.255
C -0.1239 -0.4550 2.5118 4.155 -0.486 1.608 -0.966
C -0.5745 -0.6937 -0.1357 1.467 -0.293 -0.553 -0.651
H 1.1762 2.0387 -2.3274 0.274 3.519 -1.040 0.215
H -1.5551 -1.0177 0.0965 -0.665 -0.352 1.417 0.232
H -1.0582 -0.1304 2.5230 -4.125 2.145 -0.293 0.215
H -0.2743 -1.4446 2.8909 0.431 -1.185 -0.106 0.237
H 2.9319 0.9723 -0.8000 0.366 1.728 0.189 0.221
H -1.4469 -1.3288 -1.9879 1.872 1.778 0.634 0.208
H -0.4480 0.6607 -3.3836 -0.070 -1.184 1.736 0.221
H 0.4367 0.0272 3.3823 -0.482 -0.285 -1.421 0.230